1.
Computed, not measured: a cluster of 10 separate species, C36H91NO10 in total in a non-equilibrium geometry, with ωB97M-V with the def2-TZVPD basis set.

XYZ file:
```
138
Properties=species:S:1:pos:R:3
C 3.11811 -2.96039 -2.21169
C 3.53353 -4.40144 -2.38919
C 4.46774 -4.84844 -1.25339
O 2.44596 -5.29462 -2.54587
H 2.56475 -2.52587 -3.04421
H 3.84256 -2.21925 -1.87408
H 2.43506 -3.03662 -1.36568
H 4.11867 -4.52862 -3.29998
H 5.06227 -3.98627 -0.95122
H 4.98962 -5.77073 -1.50859
H 3.92766 -5.06202 -0.33100
H 1.70005 -5.03761 -1.99891
C 2.22822 -0.34090 0.88806
C 0.73306 -0.37529 1.28158
C -0.01729 0.72775 0.57316
O 0.18697 -1.52375 0.66047
H 2.81064 -1.05350 1.47208
H 2.63151 0.67175 0.88505
H 2.45368 -0.61899 -0.14146
H 0.49652 -0.23791 2.33670
H -0.05279 0.60355 -0.50917
H 0.18069 1.76388 0.84764
H -1.04275 0.69549 0.94125
H 0.63016 -2.23055 1.13545
C -3.19004 4.95913 2.98341
C -2.17485 3.88673 2.84352
C -0.82750 4.34809 3.21351
O -2.54934 2.88047 3.83887
H -3.58065 4.95875 4.00102
H -4.06564 4.68259 2.39610
H -2.81636 5.91760 2.62312
H -2.23569 3.46434 1.84053
H -0.62449 4.76553 4.19973
H -0.43828 5.06283 2.48842
H -0.08223 3.55383 3.17082
H -2.73485 3.28780 4.68814
C 0.64857 -5.62777 1.17778
C -0.14231 -4.70352 2.16728
C -1.06013 -5.45104 3.19289
O 0.69065 -3.80733 2.94119
H 1.42498 -5.06623 0.65820
H -0.09512 -6.02842 0.48895
H 1.02976 -6.46517 1.76222
H -0.70505 -3.99498 1.55951
H -1.70779 -6.19731 2.73275
H -1.76584 -4.73760 3.61842
H -0.37074 -5.92684 3.89036
H 1.53054 -4.26305 3.03350
C 3.85559 0.86855 -3.55140
C 3.43105 2.16623 -3.03347
C 1.89059 2.09909 -2.75763
O 4.04026 2.38014 -1.78899
H 4.93683 0.73423 -3.52021
H 3.55099 0.60529 -4.56432
H 3.56579 0.11909 -2.81490
H 3.73441 2.92577 -3.75401
H 1.66644 1.37854 -1.97108
H 1.28402 1.78516 -3.60712
H 1.59161 3.11954 -2.51809
H 4.29965 1.51771 -1.45653
C 1.69747 4.24704 0.78231
C 1.85177 5.62177 0.08511
C 3.05611 6.31406 0.70967
O 2.25211 5.25350 -1.22533
H 0.81387 3.78052 0.34672
H 1.57439 4.44870 1.84640
H 2.64136 3.73070 0.60748
H 0.99640 6.29360 0.15639
H 2.94689 6.42511 1.78848
H 3.20946 7.25683 0.18454
H 3.93317 5.67514 0.60641
H 2.82528 4.51700 -1.00031
C -2.70008 3.53259 -0.94117
C -3.44952 2.31714 -1.34613
C -2.51387 1.25685 -1.92293
O -4.12428 1.82894 -0.22780
H -3.19814 4.27793 -0.32109
H -2.32767 4.06906 -1.81387
H -1.86668 3.19749 -0.32370
H -4.19364 2.44593 -2.13213
H -1.79278 1.75240 -2.57297
H -2.92205 0.58182 -2.67515
H -2.05415 0.57104 -1.21131
H -5.05953 1.67891 -0.38398
C 5.02134 2.89567 4.24078
C 3.64564 2.19617 4.46335
C 2.72456 2.90570 5.53490
O 2.97205 2.13516 3.30475
H 4.77506 3.90847 3.92190
H 5.55711 2.29754 3.50370
H 5.58919 2.96276 5.16876
H 3.84225 1.18079 4.80753
H 1.71765 2.49283 5.47366
H 2.70682 3.99542 5.51805
H 2.78765 2.62376 6.58592
H 3.57224 1.71781 2.68251
C -3.33000 -0.74193 3.00242
C -2.92512 -0.55114 4.41498
C -1.46170 -0.25799 4.48091
O -3.53254 0.52946 5.03733
H -3.05955 0.04268 2.29577
H -4.41662 -0.81461 3.04799
H -2.85742 -1.62991 2.58259
H -3.23109 -1.45329 4.94470
H -1.04033 0.53605 3.86444
H -0.82008 -1.12208 4.30841
H -1.27398 0.35621 5.36161
H -3.07251 1.31842 4.74150
C -3.30930 -2.48579 -1.21978
C -3.06005 -2.94490 -2.67510
C -4.23771 -2.36309 -3.37394
C -3.93532 -2.40624 -4.85930
C -2.71417 -1.57628 -5.16868
C -1.39848 -2.05207 -4.41247
N -1.75653 -2.26051 -3.00573
O -0.61404 -2.67746 -2.24822
C -0.82766 -3.32146 -5.13405
C -0.29967 -0.96561 -4.56277
C -3.08449 -4.50344 -2.72256
H -4.33220 -2.42396 -0.84837
H -2.73040 -3.10824 -0.53748
H -3.00926 -1.43798 -1.20689
H -5.17522 -2.87852 -3.16538
H -4.57600 -1.36736 -3.08724
H -3.82685 -3.44307 -5.17759
H -4.71131 -1.99100 -5.50235
H -2.87642 -0.51315 -4.99110
H -2.54613 -1.75445 -6.23081
H 0.26104 -3.35201 -5.17766
H -1.18817 -3.38186 -6.16093
H -1.11636 -4.32150 -4.81050
H 0.72558 -1.31001 -4.42730
H -0.42826 -0.14661 -3.85510
H -0.28179 -0.52595 -5.56001
H -4.08481 -4.87329 -2.49744
H -2.83827 -4.88661 -3.71284
H -2.29388 -4.96860 -2.13378
H -0.66972 -1.96469 -1.60755
```

* molecular weight: 698.12 Da
* total charge: 0
* strongest force on any atom: 4.16 eV/Å
* E_HOMO: -8.28 eV
* frontier orbital gap: 8.65 eV


2.
Computed, not measured: a cluster of 11 separate species, C36H92N2O11 in total in a non-equilibrium geometry, with ωB97M-V with the def2-TZVPD basis set.

XYZ file:
```
141
Properties=species:S:1:pos:R:3
C -4.30909 -0.94886 1.76955
C -5.36103 0.12687 1.70545
O -5.17526 0.88590 0.49608
H -4.41637 -1.53519 2.68568
H -3.28417 -0.56789 1.81464
H -4.31831 -1.61802 0.90823
H -5.29479 0.84628 2.52527
H -6.35346 -0.32233 1.57868
H -5.52880 1.76781 0.62556
C -0.02141 -5.66195 -3.39070
C -0.25799 -4.79787 -4.61589
O 0.62368 -5.20323 -5.68204
H -0.47947 -6.65060 -3.49227
H -0.49629 -5.17791 -2.53306
H 1.01128 -5.87104 -3.12417
H 0.08587 -3.79243 -4.32838
H -1.30712 -4.74664 -4.90373
H 0.14278 -5.02412 -6.49644
C 2.00205 3.56273 0.54711
C 1.92595 5.11046 0.47414
O 1.94258 5.53604 -0.85174
H 2.80325 3.26394 -0.12554
H 1.04800 3.18008 0.15995
H 2.00904 3.13284 1.54977
H 2.84437 5.45299 0.95361
H 1.11308 5.40630 1.14664
H 1.19488 5.21668 -1.36620
C 2.06535 -3.76793 6.10244
C 2.16985 -2.82793 7.27704
O 0.88795 -2.79721 7.95848
H 1.20592 -3.50002 5.49080
H 1.83258 -4.76575 6.47733
H 2.98932 -3.73032 5.52851
H 2.35783 -1.79058 6.97419
H 2.91106 -3.06917 8.04539
H 0.82752 -1.93994 8.38493
C 4.80632 -3.96161 -2.64705
C 3.71285 -4.84739 -3.17308
O 2.92526 -4.06440 -4.07002
H 5.54965 -3.65314 -3.39734
H 5.47594 -4.35826 -1.88367
H 4.38208 -2.97899 -2.41497
H 3.10660 -5.13245 -2.30049
H 4.10427 -5.77505 -3.60241
H 2.39133 -4.72978 -4.53573
C 4.77974 0.71362 -1.48396
C 4.11329 1.27886 -2.74537
O 4.37767 0.48366 -3.86693
H 4.42048 1.18523 -0.56493
H 5.86814 0.71997 -1.52069
H 4.43921 -0.31806 -1.33915
H 4.43221 2.31154 -2.88964
H 3.05663 1.31320 -2.45487
H 3.60666 -0.02310 -4.13416
C -0.12556 1.69263 -4.31030
C 0.17258 2.79953 -5.31055
O -0.21580 4.05268 -4.78466
H 0.08436 1.87597 -3.26094
H 0.31502 0.75762 -4.66333
H -1.19345 1.48725 -4.44976
H -0.33318 2.56143 -6.25425
H 1.25085 2.81623 -5.52904
H -0.02923 4.74108 -5.42813
C -3.86989 -4.07680 -2.34481
C -4.23566 -2.67954 -2.82639
O -3.70842 -2.46250 -4.15097
H -4.17999 -4.76051 -3.13366
H -4.44328 -4.26937 -1.43467
H -2.80558 -4.10396 -2.12529
H -3.83699 -1.92066 -2.15231
H -5.30809 -2.48512 -2.90877
H -4.31677 -2.88084 -4.76500
C 2.74572 -0.84302 -7.00262
C 1.87709 -1.83144 -6.22408
O 1.84426 -1.30032 -4.87170
H 2.85741 0.17311 -6.63570
H 2.25530 -0.74752 -7.98034
H 3.73390 -1.26118 -7.19026
H 2.29430 -2.83739 -6.14832
H 0.82139 -1.90033 -6.51121
H 1.50840 -2.01308 -4.31152
C -0.89334 -2.33206 -0.31035
C 0.34734 -1.45251 -0.47721
C 0.06165 -0.04010 -0.06880
C 0.05787 0.09401 1.43719
C 1.38854 -0.33474 2.07181
C 1.87692 -1.69347 1.59760
N 1.59590 -1.88712 0.17798
O 2.03380 -3.13691 -0.30672
C 3.41543 -1.69645 1.78688
C 1.22996 -2.78744 2.47983
C 0.62973 -1.34863 -2.00434
H -1.41542 -2.20265 0.64194
H -0.86540 -3.41302 -0.45110
H -1.59310 -1.95104 -1.06193
H 0.65927 0.69863 -0.60356
H -0.96741 0.15149 -0.39814
H -0.74493 -0.50757 1.88501
H -0.21754 1.08582 1.80954
H 1.32036 -0.20078 3.15053
H 2.01184 0.49421 1.70722
H 3.67474 -1.28757 2.76091
H 3.89184 -2.66934 1.64985
H 3.81105 -1.11111 0.95291
H 1.62095 -3.76976 2.20961
H 1.47284 -2.68055 3.53541
H 0.15241 -2.73759 2.31965
H 0.76740 -2.39224 -2.33249
H 1.54704 -0.82404 -2.25617
H -0.27980 -1.10482 -2.55175
H 2.63547 -2.88657 -1.01857
C -1.94570 6.27794 2.06736
C -2.01360 4.96490 2.85061
C -0.80544 4.99269 3.79521
C -0.91198 3.88149 4.81282
C -2.10438 4.00203 5.71638
C -3.37920 4.08748 4.91494
N -3.21385 4.95793 3.73278
O -4.40184 5.19995 3.01494
C -3.90182 2.68961 4.55394
C -4.45712 4.76228 5.79480
C -2.06682 3.83430 1.81800
H -1.98629 7.15495 2.72706
H -2.90063 6.48801 1.57398
H -1.08396 6.42739 1.42284
H 0.12415 4.85979 3.23695
H -0.77798 5.94313 4.32719
H -0.00622 3.86477 5.44121
H -0.73827 2.88045 4.39244
H -1.87622 4.73662 6.48913
H -2.11792 3.03649 6.23507
H -4.86157 2.73969 4.03084
H -3.29240 2.24228 3.75839
H -3.92338 1.97523 5.37377
H -5.41859 4.78180 5.27578
H -4.62675 4.17504 6.69888
H -4.22737 5.80672 5.99866
H -2.05742 2.82595 2.23193
H -1.07677 3.90612 1.34035
H -2.73786 3.93549 0.96736
H -4.53580 4.36364 2.53740
```

* molecular weight: 729.13 Da
* total charge: 0
* strongest force on any atom: 2.51 eV/Å
* E_HOMO: -8.25 eV
* frontier orbital gap: 8.58 eV


3.
Computed, not measured: a cluster of 7 separate species, C36H93N7O11 in total in a non-equilibrium geometry, with ωB97M-V with the def2-TZVPD basis set.

XYZ file:
```
147
Properties=species:S:1:pos:R:3
C 2.75454 2.99958 -0.36025
O 3.85654 3.37290 0.31523
C 3.99931 2.79746 1.60122
C 3.36576 3.59373 2.80272
N 3.95611 4.96573 2.93468
C 3.20155 5.78301 3.79501
C 3.48367 7.28046 3.53715
O 2.47276 8.07120 4.13542
C 2.05664 9.27199 3.57794
H 2.72766 1.98207 -0.75017
H 2.65748 3.59515 -1.26799
H 1.79757 3.14201 0.14176
H 5.03660 2.53942 1.81463
H 3.48073 1.84144 1.52916
H 3.42182 3.02810 3.73278
H 2.28913 3.68437 2.65866
H 3.93920 5.34720 1.99964
H 3.11922 5.62025 4.86963
H 2.17821 5.73927 3.42225
H 3.41198 7.57279 2.48952
H 4.52168 7.54656 3.73675
H 2.70532 10.07348 3.93138
H 1.07705 9.49356 4.00151
H 1.96930 9.20793 2.49333
C 6.64517 -1.59764 1.37798
O 6.17781 -2.44306 0.26169
C 7.30955 -3.09108 -0.48206
C 6.75618 -3.91251 -1.67332
N 6.37081 -3.00056 -2.73882
C 6.05259 -3.55545 -4.03150
C 5.48805 -2.37136 -4.80517
O 4.37386 -1.79879 -4.26999
C 4.01603 -0.43164 -4.62678
H 7.43426 -2.01453 2.00379
H 5.76736 -1.16552 1.85843
H 7.12247 -0.79262 0.81921
H 7.87763 -3.71095 0.21158
H 7.94731 -2.31081 -0.89745
H 5.83590 -4.45355 -1.45319
H 7.55799 -4.57008 -2.00915
H 5.62085 -2.38441 -2.45951
H 5.32411 -4.35127 -3.87631
H 6.94959 -3.86954 -4.56521
H 5.26253 -2.68590 -5.82414
H 6.26833 -1.62953 -4.97529
H 3.81552 -0.23150 -5.67932
H 4.84462 0.21024 -4.32757
H 3.08915 -0.19914 -4.10243
C -5.41840 3.50883 -4.97613
O -5.58423 2.93823 -3.74483
C -6.59581 1.90405 -3.72204
C -6.60736 1.30186 -2.29179
N -5.41110 0.58680 -2.01870
C -5.19231 0.07745 -0.63964
C -6.23608 -0.93319 -0.29716
O -7.46757 -0.36068 0.05079
C -8.46912 -1.37098 0.30163
H -5.00224 4.48779 -4.73834
H -6.33639 3.74545 -5.51409
H -4.73490 2.95460 -5.61938
H -6.33762 1.07464 -4.38046
H -7.58803 2.35464 -3.74590
H -7.57814 0.84540 -2.09859
H -6.76541 2.08858 -1.55409
H -4.57252 1.07769 -2.29424
H -5.15136 0.88604 0.09016
H -4.24085 -0.45191 -0.58871
H -5.74785 -1.37947 0.56918
H -6.47803 -1.65393 -1.07825
H -8.17447 -2.04895 1.10266
H -8.75873 -1.80644 -0.65471
H -9.39323 -0.94597 0.69339
C 3.07995 -2.54055 0.40002
O 1.96028 -1.87883 -0.20433
C 2.31131 -1.15752 -1.39499
C 1.07810 -0.24172 -1.62703
N -0.11842 -1.02776 -1.72773
C -1.31901 -0.17843 -1.97384
C -1.79218 0.88156 -0.95907
O -1.68782 0.34354 0.36927
C -1.89156 1.17796 1.50573
H 2.85006 -3.22190 1.21918
H 3.81583 -1.83618 0.78789
H 3.56614 -3.18773 -0.32995
H 2.28435 -2.02727 -2.05143
H 3.34888 -0.84316 -1.28212
H 1.15784 0.37123 -2.52483
H 1.02498 0.42755 -0.76832
H -0.23328 -1.36896 -0.78407
H -2.18688 -0.83532 -2.03198
H -1.45457 0.36700 -2.90777
H -2.82949 1.20376 -1.04999
H -1.17292 1.77045 -0.83868
H -1.03569 1.85231 1.47698
H -1.77359 0.64724 2.45047
H -2.87671 1.64440 1.50702
C 0.12884 6.54533 1.15490
C -1.14267 5.95385 1.79847
C -0.84667 4.84901 2.87110
O -2.05319 4.12446 3.08291
C -2.01701 3.22360 4.16059
N -1.90668 7.04409 2.37284
H 0.80416 5.70502 0.99389
H 0.73787 7.18413 1.79454
H -0.14315 7.03999 0.22247
H -1.87619 5.65838 1.04830
H -0.46554 5.38308 3.74151
H -0.05332 4.13573 2.64763
H -3.00137 2.75770 4.20595
H -1.89002 3.56038 5.18945
H -1.43078 2.31473 4.02500
H -1.25842 7.41603 3.05219
H -2.66476 6.54893 2.82033
C -4.77410 -4.07284 -2.44362
C -3.83146 -3.64005 -1.25392
C -4.24759 -4.38216 0.09431
O -5.60936 -4.17053 0.42691
C -6.14811 -5.11878 1.34732
N -2.47090 -4.02935 -1.61121
H -4.98321 -5.14221 -2.47261
H -4.32831 -3.77311 -3.39206
H -5.75271 -3.59283 -2.44279
H -3.89091 -2.56330 -1.09524
H -3.65085 -4.13875 0.97336
H -4.11805 -5.38723 -0.30715
H -5.88082 -6.14415 1.09181
H -7.22880 -5.11115 1.48929
H -5.75628 -4.95483 2.35116
H -1.88545 -3.81039 -0.81785
H -2.08283 -3.52806 -2.39746
C -0.59095 -6.22890 1.08298
C 0.46906 -5.28907 1.63270
C 1.90476 -5.96308 1.51879
O 2.99822 -5.38229 2.23610
C 4.23199 -6.08081 2.09527
N 0.34109 -4.11803 0.84823
H -0.77229 -6.05330 0.02261
H -1.50937 -6.34195 1.65903
H -0.25587 -7.26215 1.17376
H 0.32280 -5.11413 2.69859
H 2.01524 -6.09464 0.44242
H 1.75676 -7.01371 1.76853
H 5.03394 -5.55181 2.61017
H 4.48221 -6.11722 1.03501
H 4.30542 -7.08693 2.50809
H 0.99317 -3.39436 1.11502
H 0.34110 -4.20300 -0.15819
```

* molecular weight: 800.18 Da
* multiplicity: 2
* total charge: +1
* <S²>: 0.7544
* strongest force on any atom: 3.63 eV/Å
* E_HOMO (spin up / spin down): -9.77 / -9.77 eV
* frontier orbital gap (spin up / spin down): 7.59 / 2.45 eV


Quick rundown of energy above the lowest of the compared OMol25 structures with the same formula, charge and spin, same order as above: 331.21, 224.77, 130.98 kJ/mol